No. 1
DFT (wB97M-V/def2-TZVPD) results for C4H4NP in the gas phase.

Structure (XYZ):
```
10
Properties=species:S:1:pos:R:3:nbo_charge:R:1
H 1.19 -2.76 -0.18 0.3539
N 1.84 -2.01 0.00 -0.7061
C 1.43 -0.82 0.15 0.2658
C 1.77 0.49 0.43 -0.1678
C 0.48 0.31 -0.01 -0.1142
C -0.80 0.65 -0.31 -0.4307
P -1.82 -0.98 0.15 0.4033
H -2.95 -0.30 0.11 -0.0879
H 2.58 1.26 0.58 0.2330
H -1.19 1.62 -0.85 0.2506
```

* structure (SMILES): [H]/N=c1/cc1/C=P/[H]
* relative energy (zero: lowest compared OMol25 entry of this formula, charge and spin): 264.5 kJ/mol
* spin multiplicity: 1
* LUMO (alpha / beta): -1.43 / -1.59 eV
* strongest force on any atom: 5.07 eV/Å
* energy: -550.71897 Eh
* HOMO energy (alpha / beta): -8.50 / -8.57 eV


No. 2
DFT (wB97M-V/def2-TZVPD) results for C3H5F3NO4P in the gas phase.

Structure (XYZ):
```
17
Properties=species:S:1:pos:R:3:nbo_charge:R:1
N 2.22 -1.85 0.29 -1.3145
P 2.61 -0.52 -0.41 1.6176
O 2.31 0.84 0.47 -0.7738
C 1.15 1.50 0.20 0.9822
O 1.10 2.48 -0.50 -0.5106
O 0.11 1.03 0.92 -0.5161
C -0.75 0.17 0.19 0.2247
O -2.03 0.55 0.61 -0.5079
C -3.06 -0.14 0.09 1.1637
F -3.70 0.60 -0.82 -0.3156
F -2.67 -1.26 -0.52 -0.3211
F -3.92 -0.46 1.06 -0.3057
H 1.90 -1.69 1.23 0.3913
H 1.93 -0.36 -1.63 -0.0954
H 3.96 -0.41 -0.77 -0.0745
H -0.52 -0.84 0.44 0.1892
H -0.63 0.37 -0.87 0.1667
```

* structure (SMILES): N=[PH2]OC(=O)OCOC(F)(F)F
* spin multiplicity: 1
* LUMO: 0.46 eV
* strongest force on any atom: 2.01 eV/Å
* energy: -1113.96699 Eh
* HOMO energy: -9.82 eV


No. 3
DFT (wB97M-V/def2-TZVPD) results for C3H9N3S in the gas phase.

Structure (XYZ):
```
16
Properties=species:S:1:pos:R:3:nbo_charge:R:1
C -0.45 2.03 0.69 -0.6381
C -0.09 1.31 -0.69 -0.2146
N 0.40 -0.04 -0.54 -0.2823
N 1.82 -0.21 -0.26 -0.6398
C -0.45 -0.99 -0.30 0.2739
N -0.08 -1.97 0.40 -0.7196
S -1.18 -3.22 0.75 0.1251
H -1.32 1.55 1.14 0.2049
H 0.35 1.94 1.65 0.2271
H -0.82 3.02 0.41 0.2179
H -1.00 1.22 -1.36 0.2029
H 0.57 1.97 -1.35 0.2164
H 2.15 -0.76 -1.13 0.3624
H 1.84 -0.79 0.56 0.3768
H -1.54 -0.69 -0.48 0.1600
H -0.22 -4.36 0.50 0.1270
```

* structure (SMILES): CCN(N)/C=N/S
* relative energy (zero: lowest compared OMol25 entry of this formula, charge and spin): 306.4 kJ/mol
* spin multiplicity: 1
* LUMO: 0.82 eV
* strongest force on any atom: 4.50 eV/Å
* energy: -682.04920 Eh
* HOMO energy: -7.94 eV


No. 4
DFT (wB97M-V/def2-TZVPD) results for a 10-piece molecular cluster, C24H43N7O4 overall.

Structure (XYZ):
```
78
Properties=species:S:1:pos:R:3:lowdin_spin:R:1
C -1.59 -0.49 -5.13 -0.0199
O -1.47 0.63 -5.64 0.3680
N -2.44 -0.72 -4.13 0.4644
C -2.33 -1.99 -3.44 0.0601
C -3.22 0.35 -3.44 0.0401
H -1.15 -1.45 -5.42 -0.0052
H -3.36 -2.32 -3.28 0.0164
H -1.80 -1.67 -2.55 0.0332
H -1.60 -2.71 -3.80 0.0013
H -3.52 1.16 -4.10 0.0028
H -4.15 -0.06 -3.05 0.0101
H -2.69 0.71 -2.56 0.0242
C -0.02 -1.43 0.00 0.0010
C -0.35 -0.03 0.16 0.0003
O -1.43 0.54 0.24 0.0022
C 0.79 0.95 0.42 0.0003
H 0.76 -1.72 0.70 0.0000
H 0.38 -1.48 -1.01 0.0003
H -0.87 -2.11 0.10 0.0002
H 0.33 1.93 0.28 0.0000
H 1.66 0.56 -0.10 0.0000
H 1.25 0.89 1.41 0.0000
C 3.79 3.01 -0.99 0.0000
C 4.62 2.95 0.28 0.0000
O 5.79 3.21 0.33 0.0000
C 3.82 2.62 1.50 0.0000
H 4.50 2.97 -1.81 0.0000
H 3.39 4.02 -1.04 0.0000
H 3.01 2.25 -1.08 0.0000
H 3.19 1.73 1.41 0.0000
H 3.15 3.46 1.66 0.0000
H 4.44 2.51 2.39 0.0000
C -7.11 0.43 1.86 0.0000
C -5.81 1.05 1.33 0.0000
O -5.24 1.96 1.94 0.0000
C -5.24 0.47 0.02 0.0001
H -6.89 -0.02 2.83 0.0000
H -7.69 -0.14 1.13 0.0000
H -7.99 1.07 1.85 0.0000
H -4.30 0.97 -0.21 0.0000
H -5.93 0.45 -0.83 0.0000
H -4.90 -0.55 0.18 0.0000
C -0.67 1.75 3.99 0.0000
C -1.49 0.75 4.78 0.0000
N -2.18 0.09 5.38 0.0000
H 0.23 2.06 4.54 0.0000
H -1.35 2.60 3.99 0.0000
H -0.55 1.34 2.99 0.0000
C -1.57 4.84 -0.41 0.0000
C -2.96 4.77 -0.83 0.0000
N -4.05 4.66 -1.22 0.0000
H -1.58 4.60 0.65 0.0000
H -1.28 5.89 -0.32 0.0000
H -0.80 4.34 -1.01 0.0000
C 3.85 -1.57 0.04 0.0000
C 5.07 -2.37 -0.36 0.0000
N 6.05 -2.99 -0.69 0.0000
H 3.30 -1.11 -0.79 0.0000
H 4.41 -0.72 0.43 0.0000
H 3.18 -2.09 0.72 0.0000
C -1.14 -5.52 0.81 0.0000
C -2.04 -6.58 0.58 0.0000
N -2.80 -7.47 0.43 0.0000
H -0.20 -5.95 0.47 0.0000
H -1.22 -5.35 1.89 0.0000
H -1.28 -4.59 0.27 0.0000
C 4.29 -3.21 -3.63 0.0000
C 2.79 -3.14 -3.32 0.0000
N 1.69 -2.95 -3.11 0.0000
H 4.80 -2.25 -3.61 0.0000
H 4.30 -3.73 -4.59 0.0000
H 4.73 -3.95 -2.96 0.0000
C 4.84 0.84 4.63 0.0000
C 3.70 0.25 3.95 0.0000
N 2.80 -0.22 3.36 0.0000
H 5.48 1.32 3.90 0.0000
H 5.40 0.14 5.25 0.0000
H 4.48 1.52 5.40 0.0000
```

* spin multiplicity: 2
* LUMO (alpha / beta): -3.75 / -8.64 eV
* strongest force on any atom: 6.10 eV/Å
* energy: -1624.02312 Eh
* total charge: +1
* HOMO energy (alpha / beta): -11.54 / -11.54 eV


No. 5
DFT (wB97M-V/def2-TZVPD) results for C49H36F2N5PdS3 as an isolated structure.

Structure (XYZ):
```
96
Properties=species:S:1:pos:R:3:lowdin_spin:R:1
Pd 0.14 -0.05 0.04 1.2352
S 4.65 3.74 -0.68 0.0012
C 6.13 4.58 -0.60 0.0002
C 7.15 3.75 -0.23 0.0001
C 6.72 2.42 -0.02 0.0002
C 5.38 2.25 -0.23 0.0006
C 4.58 1.02 -0.11 0.0029
C 3.18 1.07 -0.23 0.0109
N 2.40 0.03 -0.17 0.0853
C 2.94 -1.20 0.02 0.0074
C 4.32 -1.36 0.18 0.0026
C 4.85 -2.68 0.41 -0.0011
C 4.04 -3.75 0.47 0.0006
C 2.62 -3.61 0.29 0.0006
C 1.74 -4.71 0.33 0.0089
C 0.39 -4.53 0.14 0.0012
C -0.05 -3.22 -0.10 0.0164
N 0.74 -2.17 -0.14 0.0510
C 2.07 -2.35 0.06 0.0097
C -0.57 -5.64 0.17 0.0005
C -1.94 -5.57 0.18 -0.0010
C -2.56 -6.85 0.21 0.0000
C -1.66 -7.86 0.22 -0.0009
S -0.05 -7.28 0.19 0.0000
C 5.13 -0.22 0.11 0.0015
H 6.17 5.63 -0.82 0.0000
H 8.17 4.08 -0.12 0.0000
H 7.39 1.62 0.28 0.0000
H 2.67 2.02 -0.38 0.0019
H 5.92 -2.79 0.54 0.0001
H 4.44 -4.74 0.65 0.0001
H 2.15 -5.69 0.51 0.0005
H -1.10 -3.02 -0.29 0.0008
H -2.49 -4.64 0.17 0.0000
H -3.63 -7.00 0.22 0.0000
H -1.84 -8.93 0.24 0.0000
H 6.21 -0.33 0.23 0.0001
F 1.43 0.94 5.25 0.0045
C 0.51 0.50 4.37 0.0087
C 0.83 0.46 3.03 0.0310
C -0.12 0.01 2.13 0.2335
C -1.38 -0.41 2.58 0.0316
C -1.65 -0.31 3.94 0.0086
F -2.87 -0.64 4.41 0.0053
C -0.73 0.13 4.86 -0.0095
C -2.33 -0.96 1.59 0.0113
C -3.36 -1.86 1.89 0.0004
C -4.14 -2.36 0.87 0.0017
C -3.90 -1.97 -0.44 0.0015
C -2.88 -1.07 -0.67 0.0094
N -2.12 -0.58 0.32 0.0789
H 1.81 0.80 2.71 0.0052
H -0.97 0.20 5.91 -0.0007
H -3.53 -2.16 2.91 0.0003
H -4.93 -3.07 1.09 0.0001
H -4.49 -2.34 -1.27 0.0004
H -2.66 -0.69 -1.66 0.0015
C -4.66 4.64 -1.34 0.0037
N -3.45 3.95 -1.79 0.0353
C -2.84 2.87 -1.30 0.0496
S -1.58 2.18 -2.28 0.4382
N -3.12 2.29 -0.14 0.0125
C -3.99 2.71 0.96 0.0010
H -4.78 5.52 -1.97 0.0002
H -4.58 4.98 -0.32 0.0013
H -5.55 4.01 -1.46 0.0008
H -3.08 4.23 -2.68 0.0058
H -2.47 1.54 0.08 0.0029
H -4.96 3.02 0.61 0.0003
H -3.53 3.50 1.55 0.0003
H -4.13 1.84 1.60 0.0002
C -0.21 1.99 -0.34 0.4393
C 0.27 3.14 -0.19 0.3652
C 0.82 4.41 -0.01 0.3573
C 0.62 5.40 -1.08 0.0371
C 0.66 5.00 -2.42 0.0445
C 0.46 5.92 -3.44 -0.0043
C 0.20 7.25 -3.14 0.0473
C 0.13 7.65 -1.81 -0.0037
C 0.33 6.74 -0.79 0.0461
C 1.53 4.67 1.23 0.0262
C 1.43 3.75 2.29 0.0769
C 2.12 3.96 3.48 -0.0063
C 2.91 5.08 3.64 0.0832
C 3.04 5.99 2.59 -0.0069
C 2.37 5.79 1.40 0.0713
H 0.88 3.97 -2.66 0.0006
H 0.52 5.60 -4.47 -0.0012
H 0.04 7.97 -3.94 0.0029
H -0.09 8.68 -1.57 -0.0010
H 0.25 7.06 0.24 0.0009
H 0.81 2.88 2.17 0.0081
H 2.03 3.24 4.28 -0.0023
H 3.44 5.25 4.57 0.0049
H 3.68 6.85 2.70 -0.0022
H 2.51 6.48 0.58 0.0028
```

* relative energy (zero: lowest compared OMol25 entry of this formula, charge and spin): 7.3 kJ/mol
* spin multiplicity: 5
* LUMO (alpha / beta): -2.75 / -3.67 eV
* strongest force on any atom: 0.60 eV/Å
* energy: -3684.50030 Eh
* total charge: +1
* HOMO energy (alpha / beta): -8.85 / -10.23 eV


No. 6
DFT (wB97M-V/def2-TZVPD) results for C4H5MnO2 as an isolated structure.

Structure (XYZ):
```
12
Properties=species:S:1:pos:R:3:nbo_charge:R:1
C 0.21 0.84 -1.59 -0.0932
C -0.57 0.76 -0.30 -0.2320
C -0.16 0.12 0.77 0.0633
C 0.15 -0.59 1.85 -0.0037
O -0.32 -1.80 2.13 -0.8583
Mn -1.18 -2.74 3.28 1.5373
H 1.08 1.50 -1.46 0.1918
H -0.44 1.28 -2.37 0.1849
H -1.11 1.70 -0.01 0.2465
H 0.87 -0.15 2.55 0.1973
O 0.61 -0.47 -1.96 -0.7164
H 0.86 -0.46 -2.89 0.4824
```

* relative energy (zero: lowest compared OMol25 entry of this formula, charge and spin): 51.2 kJ/mol
* spin multiplicity: 6
* LUMO (alpha / beta): -6.77 / -6.80 eV
* strongest force on any atom: 3.11 eV/Å
* energy: -1456.47311 Eh
* total charge: +1
* HOMO energy (alpha / beta): -12.18 / -12.28 eV


No. 7
DFT (wB97M-V/def2-TZVPD) results for C39H34BrN5PPt as an isolated structure.

Structure (XYZ):
```
81
Properties=species:S:1:pos:R:3:mulliken_charge:R:1
Pt 0.27 0.02 -0.04 0.4827
C -1.50 3.93 0.91 -0.9886
C -2.84 3.70 0.65 -0.6054
C -3.23 2.44 0.21 -1.0425
C -2.27 1.47 0.03 1.0591
N -0.96 1.69 0.28 0.2933
C -0.59 2.90 0.72 0.0425
C -2.59 0.09 -0.47 0.6440
C -3.85 -0.31 -0.84 -0.9511
C -4.03 -1.62 -1.28 -0.6590
C -2.95 -2.47 -1.32 -0.9364
C -1.71 -2.01 -0.92 0.0325
N -1.53 -0.75 -0.52 0.2955
H -1.15 4.89 1.25 0.4859
H -3.57 4.48 0.80 0.4565
H -4.27 2.23 0.01 0.3754
H 0.46 3.03 0.92 0.3259
H -4.68 0.37 -0.79 0.4057
H -5.02 -1.95 -1.57 0.4576
H -3.05 -3.50 -1.65 0.4925
H -0.81 -2.61 -0.91 0.6915
Br -0.72 -1.65 7.28 -0.1220
C -0.57 -1.06 5.51 0.2446
C -0.43 0.29 5.23 -0.8127
C -0.30 0.66 3.91 -0.1817
N -0.32 -0.20 2.89 0.0690
C -0.46 -1.49 3.18 -0.1690
C -0.59 -1.98 4.47 -0.7249
H -0.41 1.02 6.03 0.4315
H -0.19 1.71 3.65 0.4492
H -0.45 -2.17 2.33 0.3047
H -0.70 -3.04 4.65 0.4361
N 1.24 -1.71 -0.33 -0.5177
P 1.96 -2.06 -1.66 2.2095
C 2.73 -3.69 -1.54 -0.5201
C 3.62 -4.13 -2.52 -0.2367
C 4.21 -5.38 -2.41 -0.7488
C 3.91 -6.19 -1.32 -0.4908
C 3.03 -5.75 -0.34 -0.6485
C 2.43 -4.50 -0.45 -0.4300
C 3.36 -0.99 -2.15 -0.3396
C 3.38 -0.18 -3.28 -0.3679
C 4.45 0.67 -3.52 -0.7633
C 5.51 0.72 -2.63 -0.5692
C 5.51 -0.09 -1.50 -0.6123
C 4.45 -0.95 -1.27 -0.1605
C 0.90 -2.14 -3.15 0.3403
C 0.60 -3.34 -3.78 -0.5906
C -0.33 -3.39 -4.82 -0.8113
C -0.96 -2.24 -5.24 -0.6397
C -0.67 -1.03 -4.62 -0.9418
C 0.24 -0.98 -3.58 -0.1091
H 3.86 -3.50 -3.36 0.4292
H 4.91 -5.72 -3.16 0.4218
H 4.38 -7.17 -1.23 0.4008
H 2.81 -6.39 0.51 0.4128
H 1.75 -4.13 0.30 0.4525
H 2.57 -0.22 -3.99 0.4736
H 4.46 1.29 -4.41 0.4622
H 6.34 1.39 -2.82 0.4251
H 6.35 -0.07 -0.82 0.4540
H 4.46 -1.60 -0.40 0.3846
H 1.09 -4.26 -3.46 0.3531
H -0.55 -4.34 -5.29 0.4415
H -1.68 -2.27 -6.05 0.4256
H -1.17 -0.12 -4.94 0.4506
H 0.43 -0.04 -3.08 0.4414
N 2.17 0.64 0.50 0.0997
C 2.58 1.98 0.81 -0.6918
C 2.62 2.92 -0.21 0.3325
C 3.06 4.21 0.06 -0.7631
C 3.44 4.56 1.35 -0.5979
C 3.38 3.62 2.36 -0.8256
C 2.96 2.32 2.10 -0.1062
H 2.38 -0.02 1.24 0.5003
H 2.71 0.30 -0.29 0.0817
H 2.33 2.63 -1.22 0.4708
H 3.11 4.93 -0.74 0.4292
H 3.79 5.56 1.55 0.4333
H 3.68 3.89 3.37 0.4220
H 2.92 1.58 2.89 0.4526
```

* relative energy (zero: lowest compared OMol25 entry of this formula, charge and spin): 10.2 kJ/mol
* spin multiplicity: 1
* LUMO: -3.02 eV
* strongest force on any atom: 0.79 eV/Å
* energy: -4814.89893 Eh
* total charge: +1
* HOMO energy: -10.11 eV


No. 8
DFT (wB97M-V/def2-TZVPD) results for a 2-piece molecular cluster, C5H10O overall.

Structure (XYZ):
```
16
Properties=species:S:1:pos:R:3:nbo_charge:R:1
C 1.81 0.17 0.43 -0.7020
C 0.49 -0.48 0.17 0.2235
C -0.29 -0.84 1.40 -0.6957
C -1.70 0.27 -0.98 -0.6414
C -0.80 1.15 -1.55 0.2970
O 0.45 1.02 -1.58 -0.6320
H 2.41 -0.61 0.92 0.2331
H 1.73 1.00 1.13 0.2258
H 2.31 0.50 -0.48 0.2616
H 0.46 -1.18 -0.66 0.1941
H -1.29 -1.19 1.20 0.2384
H 0.29 -1.65 1.87 0.2255
H -0.33 -0.01 2.12 0.2258
H -1.59 -0.81 -1.08 0.2024
H -2.73 0.61 -0.88 0.2023
H -1.22 2.06 -2.02 0.1418
```

* relative energy (zero: lowest compared OMol25 entry of this formula, charge and spin): 431.5 kJ/mol
* spin multiplicity: 1
* LUMO (alpha / beta): -0.97 / -0.28 eV
* strongest force on any atom: 0.61 eV/Å
* energy: -271.58825 Eh
* HOMO energy (alpha / beta): -7.43 / -7.87 eV